Entry 1:
{
  "formula": "H4O2",
  "method": "wB97M-V/def2-TZVPD",
  "e_above_lowest_kj_mol": 20.28,
  "total_energy_ha": -152.86721,
  "e_homo_ev": -11.6,
  "e_lumo_ev": 1.09,
  "homo_lumo_gap_ev": 12.7235,
  "elements": ["O", "H", "H", "O", "H", "H"],
  "xyz": [[-2.6763, 1.3664, -5.7568], [-2.7122, 1.7954, -4.8957], [-2.7873, 2.0691, -6.4034], [2.3739, -1.8142, 5.8482], [3.1887, -1.5531, 6.2905], [2.6132, -1.8636, 4.9172]],
  "forces_ev_per_angstrom": [[0.01, -0.06, 0.05], [-0.01, 0.02, -0.10], [0.00, 0.04, 0.05], [0.12, 0.03, -0.03], [-0.07, -0.02, 0.01], [-0.05, -0.01, 0.02]],
  "lowdin_charge": [-0.06, 0.03, 0.03, -0.06, 0.03, 0.03]
}

***

Entry 2:
{
  "formula": "C40H34F6N2O3",
  "method": "wB97M-V/def2-TZVPD",
  "e_above_lowest_kj_mol": 0.00,
  "total_energy_ha": -2479.02395,
  "e_homo_ev": -6.5,
  "e_lumo_ev": -2.46,
  "homo_lumo_gap_ev": 4.0727,
  "elements": ["C", "C", "O", "C", "C", "C", "C", "C", "C", "C", "C", "C", "O", "O", "H", "H", "H", "H", "H", "H", "H", "H", "H", "H", "H", "F", "C", "F", "F", "C", "N", "C", "C", "C", "C", "C", "C", "C", "C", "C", "C", "C", "C", "C", "C", "C", "N", "C", "C", "F", "F", "F", "C", "C", "C", "C", "C", "C", "C", "C", "C", "C", "H", "H", "H", "H", "H", "H", "H", "H", "H", "H", "H", "H", "H", "H", "H", "H", "H", "H", "H", "H", "H", "H", "H"],
  "xyz": [[5.1355, -1.5410, 4.0583], [4.2619, -0.3206, 3.9191], [2.8878, -0.7570, 3.9625], [2.0092, 0.2745, 3.7201], [0.6552, -0.2181, 3.7416], [-0.4705, 0.6341, 3.7657], [-1.8460, -0.0014, 3.8479], [-2.0857, -1.3851, 3.8617], [-3.3942, -1.8920, 3.8605], [-4.4882, -1.0184, 3.8220], [-4.2660, 0.3665, 3.8141], [-2.9622, 0.8576, 3.8718], [-0.3861, 1.8764, 3.6723], [2.4284, 1.4069, 3.4859], [6.1859, -1.2459, 4.0986], [4.8996, -2.0916, 4.9734], [5.0101, -2.2114, 3.2021], [4.4426, 0.3836, 4.7453], [4.4580, 0.1830, 2.9608], [0.5594, -1.2756, 3.9540], [-1.2401, -2.0707, 3.8667], [-3.5522, -2.9732, 3.8876], [-5.5078, -1.4065, 3.8144], [-5.1012, 1.0693, 3.7749], [-2.7942, 1.9338, 3.9070], [-5.7081, 3.8113, -3.9208], [-5.5510, 3.2686, -2.6847], [-4.5834, 3.9901, -2.0230], [-6.7241, 3.4492, -1.9879], [-5.1712, 1.8148, -2.6886], [-4.8901, 1.4297, -1.2917], [-5.8363, 0.5776, -0.6719], [-5.8820, -0.7830, -1.0129], [-6.8779, -1.5907, -0.4748], [-7.8336, -1.0368, 0.3845], [-7.7814, 0.3176, 0.7281], [-6.7786, 1.1282, 0.2072], [-3.5579, 1.3634, -0.8890], [-3.1898, 1.8990, 0.3630], [-1.8677, 1.8919, 0.7366], [-0.8687, 1.2320, -0.0437], [0.4921, 1.3002, 0.3652], [1.6361, 1.0296, -0.4301], [2.9177, 1.0417, 0.2008], [4.0604, 0.6852, -0.4797], [3.9573, 0.1952, -1.7986], [5.0690, -0.2987, -2.4626], [6.3039, 0.4906, -2.4307], [6.3156, 1.3494, -3.6645], [7.3606, 2.2111, -3.7437], [6.3268, 0.5589, -4.7916], [5.1520, 2.0845, -3.7194], [5.1550, -1.6561, -2.8360], [4.6522, -2.0715, -4.0773], [4.7591, -3.4097, -4.4456], [5.3253, -4.3351, -3.5621], [5.8203, -3.9205, -2.3190], [5.7760, -2.5745, -1.9725], [2.7183, 0.2174, -2.4620], [1.6252, 0.7857, -1.8407], [-1.3180, 0.5457, -1.2099], [-2.5973, 0.7348, -1.6960], [-6.0206, 1.2366, -3.0600], [-4.2771, 1.7028, -3.3072], [-5.1185, -1.1649, -1.6951], [-6.9058, -2.6472, -0.7418], [-8.6264, -1.6667, 0.7868], [-8.5245, 0.7539, 1.3944], [-6.6931, 2.1896, 0.4424], [-3.9667, 2.3380, 0.9919], [-1.5591, 2.3992, 1.6486], [0.6828, 1.6840, 1.3669], [2.9918, 1.3604, 1.2399], [5.0408, 0.7046, -0.0022], [6.3073, 1.1554, -1.5635], [7.1639, -0.1805, -2.4700], [4.2011, -1.3216, -4.7282], [4.3932, -3.7241, -5.4231], [5.3806, -5.3869, -3.8430], [6.2466, -4.6359, -1.6146], [6.1692, -2.1971, -1.0255], [2.6686, -0.1756, -3.4790], [0.7556, 1.0420, -2.4395], [-0.6484, -0.1174, -1.7514], [-2.9066, 0.3473, -2.6693]],
  "forces_ev_per_angstrom": [[0.08, -0.26, -0.01], [-0.23, -0.21, 0.13], [0.93, 0.49, -0.12], [-0.88, 0.16, -0.27], [0.15, 0.09, 0.16], [0.89, -0.03, -0.18], [-0.82, 0.03, 0.11], [-0.25, 0.19, -0.06], [0.14, 0.34, 0.01], [0.23, 0.17, -0.02], [0.25, -0.38, 0.14], [0.04, -0.16, -0.25], [-0.66, 0.02, -0.26], [-0.07, -0.51, -0.06], [0.00, 0.02, 0.02], [0.02, 0.05, -0.12], [-0.04, 0.02, 0.13], [-0.06, -0.07, -0.37], [-0.06, 0.02, 0.35], [0.01, 0.15, -0.09], [-0.29, 0.10, -0.02], [0.03, 0.36, -0.03], [0.27, 0.06, -0.05], [0.17, -0.27, 0.09], [0.13, -0.26, -0.05], [0.12, -0.53, 0.98], [-0.27, 1.32, 0.84], [-0.95, -0.39, -0.84], [1.05, 0.04, -0.83], [0.19, -0.42, 0.79], [-0.01, 0.52, -1.32], [-0.99, -0.45, 0.58], [0.08, 0.54, 0.24], [-0.04, 0.11, 0.02], [0.10, 0.06, -0.04], [0.05, -0.16, -0.03], [0.40, -0.28, -0.33], [0.42, 0.19, 0.56], [-0.21, -0.28, -0.44], [0.44, -0.13, 0.31], [-0.44, -0.31, 0.00], [-0.14, 0.33, -0.37], [0.53, 0.32, -0.34], [-0.12, 0.21, 0.09], [-0.16, -0.06, -0.36], [-0.47, -0.13, 0.55], [1.13, 0.93, 0.23], [-0.57, -0.46, 0.16], [-0.65, 0.48, -1.38], [-0.81, -0.75, 0.13], [0.15, 0.90, 0.92], [1.20, -0.40, -0.08], [-0.02, -1.11, -0.65], [0.23, 0.03, 0.48], [0.00, -0.09, 0.19], [-0.02, 0.14, 0.06], [0.07, 0.05, -0.21], [-0.52, 0.36, -0.25], [-0.14, 0.17, 0.13], [-0.11, -0.65, 0.25], [0.06, 0.48, -0.43], [0.28, -0.16, 0.21], [0.25, 0.03, -0.19], [-0.29, -0.03, -0.14], [-0.29, -0.05, 0.20], [-0.08, 0.26, 0.14], [0.21, 0.15, -0.08], [0.15, -0.20, -0.13], [-0.17, -0.30, -0.03], [0.35, -0.06, -0.20], [0.06, -0.17, 0.02], [-0.05, -0.13, 0.23], [-0.18, -0.21, 0.04], [-0.39, 0.02, 0.04], [0.35, -0.15, -0.10], [0.05, 0.23, 0.24], [0.19, -0.29, 0.07], [0.09, -0.01, 0.28], [-0.01, 0.28, 0.08], [-0.09, 0.13, -0.30], [-0.11, -0.27, -0.21], [-0.02, 0.50, 0.24], [0.15, -0.21, 0.19], [-0.18, 0.14, 0.19], [0.23, -0.21, 0.43]],
  "lowdin_charge": [-0.09, -0.25, -0.05, -0.51, 0.01, -0.44, -0.14, -0.03, -0.09, -0.10, -0.10, -0.05, -0.04, 0.02, 0.07, 0.08, 0.07, 0.13, 0.10, 0.08, 0.10, 0.10, 0.09, 0.10, 0.11, 0.13, -0.53, 0.11, 0.11, -0.02, -0.06, -0.24, -0.01, -0.07, -0.08, -0.07, -0.01, -0.20, 0.04, 0.03, -0.16, 0.14, -0.16, 0.04, 0.02, -0.19, -0.06, -0.02, -0.53, 0.13, 0.11, 0.11, -0.23, -0.02, -0.07, -0.08, -0.07, -0.01, 0.02, 0.01, 0.00, 0.00, 0.15, 0.13, 0.12, 0.11, 0.10, 0.11, 0.12, 0.13, 0.12, 0.12, 0.11, 0.12, 0.13, 0.15, 0.11, 0.11, 0.11, 0.11, 0.12, 0.12, 0.11, 0.11, 0.12]
}

***

Entry 3:
{
  "formula": "C22H36N2O4",
  "method": "wB97M-V/def2-TZVPD",
  "e_above_lowest_kj_mol": 171.11,
  "total_energy_ha": -1270.34703,
  "e_homo_ev": -8.1,
  "e_lumo_ev": 0.80,
  "homo_lumo_gap_ev": 8.8938,
  "elements": ["O", "C", "C", "O", "C", "C", "C", "C", "O", "C", "C", "O", "C", "N", "C", "C", "C", "C", "C", "C", "C", "C", "N", "C", "C", "C", "C", "C", "H", "H", "H", "H", "H", "H", "H", "H", "H", "H", "H", "H", "H", "H", "H", "H", "H", "H", "H", "H", "H", "H", "H", "H", "H", "H", "H", "H", "H", "H", "H", "H", "H", "H", "H", "H"],
  "xyz": [[-4.6974, -1.6030, 0.5448], [-4.7520, -0.2573, 0.1347], [-3.3722, 0.3925, 0.2976], [-2.4702, -0.3802, -0.4672], [-1.1407, -0.0577, -0.4399], [-0.5927, 1.0070, 0.2571], [0.7751, 1.2426, 0.2214], [1.6132, 0.4172, -0.5128], [2.9683, 0.5545, -0.6105], [3.5878, 1.6062, 0.0930], [5.0920, 1.5298, -0.1718], [5.7022, 2.6377, 0.4407], [5.6904, 0.2252, 0.3802], [7.1410, 0.3207, 0.3326], [7.7215, -0.0516, -0.9484], [7.7564, -1.5649, -1.1920], [8.4892, -2.2611, -0.0480], [7.8459, -1.8765, 1.2819], [7.8337, -0.3507, 1.4182], [1.0564, -0.6519, -1.2190], [-0.2976, -0.8860, -1.1832], [-5.8049, 0.4835, 0.9877], [-7.1863, 0.2947, 0.6270], [-7.6537, -1.0750, 0.7356], [-9.1794, -1.0925, 0.7033], [-9.6790, -0.4656, -0.5939], [-9.0959, 0.9370, -0.7262], [-7.5722, 0.8756, -0.6434], [-3.9103, -1.9932, 0.1435], [-5.0258, -0.2031, -0.9311], [-3.3958, 1.4299, -0.0591], [-3.0861, 0.3779, 1.3579], [-1.2133, 1.6715, 0.8371], [1.1662, 2.0809, 0.7752], [3.2207, 2.5825, -0.2482], [3.4061, 1.5198, 1.1727], [5.2475, 1.5724, -1.2621], [6.6254, 2.3764, 0.5874], [5.3853, 0.1290, 1.4250], [5.2762, -0.6214, -0.1796], [7.1603, 0.4445, -1.7423], [8.7453, 0.3375, -0.9629], [6.7367, -1.9502, -1.2597], [8.2530, -1.7661, -2.1425], [8.4620, -3.3442, -0.1848], [9.5367, -1.9484, -0.0451], [8.3982, -2.3149, 2.1147], [6.8213, -2.2532, 1.3181], [7.3721, -0.0535, 2.3631], [8.8661, 0.0164, 1.4169], [1.7127, -1.2877, -1.7914], [-0.7309, -1.7101, -1.7275], [-5.6812, 0.1443, 2.0201], [-5.5944, 1.5562, 0.9449], [-7.2610, -1.7059, -0.0783], [-7.2898, -1.4855, 1.6788], [-9.5567, -0.5185, 1.5509], [-9.5357, -2.1199, 0.7947], [-9.3567, -1.0757, -1.4415], [-10.7699, -0.4254, -0.6029], [-9.4661, 1.5615, 0.0880], [-9.3938, 1.3900, -1.6737], [-7.1929, 0.2937, -1.5029], [-7.1546, 1.8844, -0.7043]],
  "forces_ev_per_angstrom": [[0.05, -0.33, 0.13], [0.20, 0.64, -0.01], [-0.48, 0.01, 0.09], [0.05, -0.08, -0.08], [0.18, 0.01, 0.02], [-0.44, -0.16, -0.06], [0.48, 0.00, -0.08], [-0.16, -0.02, 0.02], [-0.04, -0.15, -0.12], [0.38, 0.39, 0.12], [-0.22, -0.43, -0.10], [-0.16, 0.20, 0.15], [-0.16, 0.31, -0.24], [0.01, 0.13, 0.12], [-0.03, -0.12, -0.25], [0.17, 0.17, 0.11], [-0.29, -0.10, 0.00], [0.22, 0.21, -0.07], [-0.02, -0.22, 0.23], [0.09, 0.14, 0.09], [-0.11, 0.11, 0.10], [0.42, -0.26, -0.23], [-0.02, -0.01, -0.07], [-0.31, -0.06, 0.25], [0.14, -0.16, -0.22], [-0.07, 0.16, 0.23], [0.14, -0.14, -0.26], [-0.23, 0.25, 0.08], [-0.05, 0.00, 0.00], [0.02, 0.05, 0.11], [0.02, -0.06, 0.02], [0.01, 0.02, -0.05], [-0.08, 0.04, 0.04], [0.07, 0.07, 0.04], [-0.04, -0.09, 0.05], [-0.01, 0.01, -0.06], [-0.06, -0.06, 0.10], [-0.03, -0.12, -0.05], [-0.02, -0.02, 0.01], [0.02, -0.03, 0.08], [0.08, 0.06, -0.02], [-0.02, 0.01, -0.10], [-0.03, -0.04, -0.06], [-0.06, -0.01, -0.07], [0.10, 0.01, -0.01], [0.08, -0.03, 0.00], [-0.05, -0.03, 0.06], [-0.05, -0.06, 0.06], [0.07, 0.04, -0.03], [0.01, -0.02, 0.09], [0.08, -0.09, -0.08], [-0.04, -0.11, -0.07], [0.11, 0.07, 0.01], [0.03, 0.00, 0.04], [0.02, -0.02, 0.05], [0.04, -0.06, -0.05], [-0.02, -0.02, 0.08], [-0.03, -0.03, 0.05], [-0.03, -0.04, -0.07], [-0.01, -0.05, -0.07], [-0.01, 0.09, 0.00], [-0.02, 0.05, 0.00], [0.04, 0.04, 0.01], [0.04, -0.03, -0.05]],
  "lowdin_charge": [-0.02, -0.34, -0.16, -0.05, -0.27, -0.01, -0.01, -0.27, -0.04, -0.16, -0.36, -0.02, -0.13, -0.19, -0.18, -0.18, -0.21, -0.18, -0.19, 0.00, 0.00, -0.14, -0.17, -0.20, -0.19, -0.21, -0.19, -0.21, 0.10, 0.15, 0.14, 0.14, 0.11, 0.11, 0.14, 0.14, 0.15, 0.09, 0.14, 0.12, 0.12, 0.12, 0.11, 0.11, 0.11, 0.11, 0.11, 0.11, 0.12, 0.12, 0.12, 0.12, 0.13, 0.12, 0.12, 0.12, 0.11, 0.11, 0.11, 0.11, 0.11, 0.11, 0.12, 0.12]
}